Entry 1:
12
Properties=species:S:1:pos:R:3:lowdin_charge:R:1 method="wB97M-V/def2-TZVPD" total_charge=0 relative_energy_kcal_mol=88.99 fmax_ev_per_a=0.68
C 0.5961 -1.3185 0.0384 -0.0941
C 0.3929 0.0051 -0.6995 -0.2309
C -0.6925 0.8396 -0.0290 -0.3915
C -1.8568 0.9992 -0.5983 0.2929
C -0.3555 1.5303 1.2632 -0.2471
O -1.0323 1.5460 2.2567 0.0771
H 0.8477 -1.1517 1.0920 0.0780
H -0.3191 -1.9179 0.0043 0.0838
H 1.4059 -1.8964 -0.4188 0.0756
H 0.1395 -0.1748 -1.7490 0.1089
H 1.3148 0.6008 -0.7031 0.1143
H 0.6244 2.0475 1.2184 0.1330

=====

Entry 2:
14
Properties=species:S:1:pos:R:3:lowdin_charge:R:1 method="wB97M-V/def2-TZVPD" total_charge=0 relative_energy_kcal_mol=82.95 fmax_ev_per_a=0.49
N -0.7514 2.0669 -1.2117 0.1703
C -0.8706 0.7519 -0.9892 -0.6266
O -1.2838 -0.2197 -1.5981 0.0336
C -0.4920 -1.7157 0.7407 0.0436
C 0.4164 -0.8310 1.1512 -0.1791
C 1.2627 -0.0355 0.1584 -0.1341
C 0.1702 0.9798 -0.0118 -0.0105
H -0.7997 2.2563 -2.2169 0.0895
H -0.5987 -1.9533 -0.3132 0.0676
H -1.2036 -2.1618 1.4282 0.0712
H 0.4521 -0.5090 2.1902 0.1071
H 1.4666 -0.6239 -0.7393 0.1258
H 2.1954 0.3241 0.6026 0.1122
H 0.0365 1.6708 0.8089 0.1295

=====

Entry 3:
44
Properties=species:S:1:pos:R:3:lowdin_charge:R:1 method="wB97M-V/def2-TZVPD" total_charge=+1 fmax_ev_per_a=0.71
C 4.8034 -1.0631 0.9641 -0.0178
N 3.9201 -0.0032 0.4777 0.0918
C 2.6332 0.1204 0.7027 -0.3435
N 1.9965 1.3193 0.3915 0.0996
C 0.5615 0.9156 0.3745 -0.1280
C 0.5250 -0.0923 1.4946 -0.0957
N 1.8220 -0.8020 1.2484 -0.0411
C 1.7438 -2.1735 0.7155 0.0137
H 4.6424 -1.2252 2.0294 0.1064
H 4.6505 -1.9925 0.4203 0.0829
H 5.8270 -0.7382 0.7988 0.1007
H 4.3317 0.7774 -0.0110 0.1643
H 2.1942 2.0066 1.1171 0.1533
H 0.4319 0.3939 -0.5779 0.1188
H -0.1320 1.7512 0.4076 0.1268
H -0.3098 -0.7874 1.5259 0.1299
H 0.5988 0.3989 2.4687 0.1307
H 1.4649 -2.8627 1.5099 0.1039
H 0.9948 -2.2091 -0.0787 0.1058
H 2.7016 -2.4738 0.3046 0.0750
C -3.4541 0.2754 0.8792 -0.3564
O -3.0182 1.1107 0.1049 -0.0053
N -3.5676 0.4580 2.2084 -0.1980
C -4.1337 -0.5526 3.0794 -0.0529
C -3.1764 1.7406 2.7666 -0.0365
H -3.8133 -0.7110 0.5437 0.1358
H -5.0386 -0.1880 3.5676 0.0954
H -3.4223 -0.8525 3.8512 0.0891
H -4.3947 -1.4296 2.4893 0.0852
H -3.7429 2.5524 2.3108 0.0985
H -2.1175 1.9394 2.5901 0.0770
H -3.3624 1.7287 3.8378 0.0907
C -0.4922 -1.2448 -3.8236 -0.3544
O 0.3713 -2.0949 -3.9248 0.0081
N -0.2362 0.0790 -3.7471 -0.2021
C -1.2694 1.0644 -3.5115 -0.0534
C 1.1454 0.5111 -3.8373 -0.0500
H -1.5675 -1.4834 -3.7863 0.1356
H -1.3031 1.8300 -4.2879 0.0927
H -1.0849 1.5574 -2.5532 0.0765
H -2.2424 0.5801 -3.4570 0.0881
H 1.5847 0.2229 -4.7923 0.0969
H 1.7528 0.0523 -3.0525 0.0742
H 1.1816 1.5942 -3.7390 0.0875

=====

| no. | electronic energy (eV) | lowest unoccupied orbital energy (eV) | Kohn-Sham gap (hartree) |
| --- | --- | --- | --- |
| 1 | -7325.4253 | -0.73 | 0.3558 |
| 2 | -8832.6059 | -0.08 | 0.3482 |
| 3 | -23368.2750 | -2.86 | 0.3179 |